No. 1
{"formula": "C27H32F6GeN4NdO5S2Se", "method": "the ωB97M-V functional and the def2-TZVPD basis", "relative_energy_kj_mol": 27.4, "total_charge": 1, "homo_lumo_gap_ev": [6.7, 6.8], "s2": 3.753, "multiplicity": 4, "e_lumo_ev": [-4.0, -4.0], "symbols": ["Nd", "C", "C", "C", "C", "C", "C", "H", "H", "H", "H", "H", "H", "C", "C", "N", "N", "C", "O", "C", "C", "C", "C", "C", "C", "C", "C", "C", "C", "C", "N", "H", "H", "H", "H", "H", "H", "H", "H", "H", "H", "H", "H", "C", "Ge", "C", "C", "C", "Se", "C", "H", "H", "H", "H", "H", "H", "H", "H", "H", "H", "H", "H", "H", "H", "F", "C", "F", "F", "S", "O", "O", "N", "S", "O", "O", "C", "F", "F", "F"], "xyz": [[1.331, 0.794, -0.207], [2.096, 4.514, 3.023], [2.735, 3.811, 4.016], [2.378, 2.457, 4.161], [1.419, 1.818, 3.304], [0.709, 2.586, 2.361], [1.034, 3.952, 2.266], [2.400, 5.523, 2.772], [3.512, 4.262, 4.633], [2.908, 1.823, 4.862], [1.329, 0.744, 3.378], [-0.015, 2.093, 1.687], [0.413, 4.588, 1.616], [-1.045, -2.620, -2.654], [-0.324, -1.373, -2.274], [0.305, -1.335, -1.104], [0.445, -2.516, -0.400], [0.665, -2.178, 0.888], [0.785, -0.979, 1.356], [0.813, -3.296, 1.799], [0.923, -3.068, 3.162], [1.014, -4.147, 4.049], [1.160, -5.427, 3.517], [1.010, -5.674, 2.181], [0.886, -4.636, 1.292], [-0.266, -0.159, -3.009], [-0.495, -0.163, -4.421], [-0.543, 1.072, -5.061], [-0.388, 2.254, -4.318], [0.064, 2.167, -3.018], [0.134, 0.979, -2.347], [-1.109, -3.264, -1.743], [-0.534, -3.262, -3.393], [-2.055, -2.389, -3.005], [0.931, -2.048, 3.510], [1.138, -4.051, 5.127], [1.389, -6.238, 4.202], [0.940, -6.671, 1.788], [0.809, -4.743, 0.206], [-0.624, -1.130, -4.935], [-0.622, 1.094, -6.159], [-0.479, 3.241, -4.729], [0.334, 3.034, -2.425], [-3.646, -1.803, 0.693], [-4.989, -0.567, -0.023], [-6.929, -0.638, 0.533], [-4.793, -0.859, -2.024], [-4.584, 1.272, 0.511], [-2.739, 1.741, -0.036], [-2.813, 3.665, 0.436], [-3.840, -2.845, 0.400], [-3.589, -1.723, 1.769], [-2.659, -1.517, 0.314], [-7.129, -1.636, 0.976], [-7.721, -0.550, -0.229], [-7.065, 0.110, 1.293], [-4.205, -0.054, -2.441], [-5.765, -0.861, -2.505], [-4.288, -1.821, -2.212], [-4.599, 1.554, 1.567], [-5.177, 1.959, -0.087], [-2.067, 3.859, 1.226], [-3.808, 3.950, 0.771], [-2.528, 4.208, -0.443], [4.283, -2.377, 0.635], [4.512, -1.501, -0.371], [5.555, -2.000, -1.097], [3.403, -1.589, -1.147], [4.718, 0.227, 0.443], [3.354, 0.526, 0.999], [5.727, 0.084, 1.437], [5.184, 1.157, -0.714], [3.976, 1.689, -1.646], [3.070, 2.570, -0.867], [3.196, 0.674, -2.416], [4.977, 2.749, -2.701], [5.852, 1.978, -3.423], [3.988, 3.204, -3.527], [5.627, 3.725, -2.047]], "lowdin_spin": [3.04, 0.00, 0.00, 0.00, 0.00, 0.00, 0.00, 0.00, 0.00, 0.00, 0.00, 0.00, 0.00, 0.00, 0.00, -0.01, 0.00, 0.00, -0.01, 0.00, 0.00, 0.00, 0.00, 0.00, 0.00, 0.00, 0.00, 0.00, 0.00, 0.00, 0.00, 0.00, 0.00, 0.00, 0.00, 0.00, 0.00, 0.00, 0.00, 0.00, 0.00, 0.00, 0.00, 0.00, 0.00, 0.00, 0.00, 0.00, 0.00, 0.00, 0.00, 0.00, 0.00, 0.00, 0.00, 0.00, 0.00, 0.00, 0.00, 0.00, 0.00, 0.00, 0.00, 0.00, 0.00, 0.00, 0.00, 0.00, 0.00, 0.00, 0.00, 0.00, 0.00, 0.00, 0.00, 0.00, 0.00, 0.00, 0.00]}

No. 2
{"formula": "C27H32FN4O2Sn", "method": "the ωB97M-V functional and the def2-TZVPD basis", "relative_energy_kj_mol": 90.5, "total_charge": 3, "homo_lumo_gap_ev": 6.2, "e_lumo_ev": -10.8, "symbols": ["Sn", "C", "C", "C", "C", "C", "C", "C", "C", "C", "C", "C", "C", "N", "C", "C", "C", "C", "C", "C", "F", "H", "H", "H", "H", "H", "H", "H", "H", "H", "H", "H", "H", "H", "H", "H", "H", "H", "H", "H", "H", "H", "C", "O", "C", "O", "N", "N", "H", "H", "H", "H", "H", "H", "N", "C", "C", "C", "C", "C", "C", "C", "H", "H", "H", "H", "H"], "xyz": [[-1.994, 0.938, -0.966], [2.103, -2.305, -1.737], [2.659, -1.526, -0.531], [3.675, -2.387, 0.225], [3.240, -0.219, -1.040], [4.328, -0.255, -1.872], [4.688, 0.862, -2.630], [3.929, 2.037, -2.631], [2.811, 2.163, -1.846], [2.127, 3.508, -1.799], [2.628, 4.322, -0.596], [0.601, 3.486, -1.854], [2.517, 1.062, -0.927], [1.607, 1.329, -0.026], [1.634, 0.829, 1.243], [2.823, 0.522, 1.941], [2.800, 0.183, 3.278], [1.592, 0.158, 3.963], [0.396, 0.488, 3.321], [0.450, 0.830, 2.001], [-0.734, 1.179, 1.381], [1.604, -3.210, -1.387], [2.902, -2.609, -2.412], [1.385, -1.715, -2.311], [1.820, -1.311, 0.132], [4.519, -2.657, -0.409], [3.200, -3.314, 0.540], [4.067, -1.892, 1.112], [4.883, -1.174, -1.996], [5.551, 0.798, -3.282], [4.235, 2.862, -3.259], [2.468, 4.022, -2.700], [2.300, 3.875, 0.345], [2.233, 5.335, -0.650], [3.715, 4.390, -0.583], [0.188, 3.124, -0.907], [0.234, 2.871, -2.678], [0.245, 4.503, -2.021], [3.765, 0.655, 1.427], [3.722, -0.021, 3.803], [1.574, -0.081, 5.018], [-0.547, 0.486, 3.849], [-6.669, 1.106, 0.028], [-5.817, 2.250, 0.381], [-4.564, 2.208, 0.122], [-3.999, 1.198, -0.409], [-3.891, 3.315, 0.471], [-2.526, 3.391, 0.170], [-7.676, 1.451, 0.232], [-6.404, 0.266, 0.664], [-6.537, 0.874, -1.024], [-4.387, 4.100, 0.881], [-1.998, 3.620, 1.011], [-2.362, 4.129, -0.519], [-2.476, -1.177, -0.308], [-2.680, -2.281, -0.027], [-2.956, -3.630, 0.322], [-3.785, -4.389, -0.513], [-4.048, -5.700, -0.169], [-3.490, -6.239, 0.985], [-2.668, -5.478, 1.812], [-2.393, -4.165, 1.486], [-4.211, -3.955, -1.407], [-4.689, -6.302, -0.797], [-3.700, -7.268, 1.247], [-2.250, -5.911, 2.709], [-1.765, -3.556, 2.122]], "nbo_charge": [1.59, -0.59, -0.27, -0.60, 0.14, -0.27, 0.04, -0.25, 0.15, -0.27, -0.59, -0.61, 0.20, -0.27, -0.03, -0.08, -0.22, -0.10, -0.26, 0.41, -0.36, 0.23, 0.23, 0.20, 0.20, 0.22, 0.24, 0.22, 0.26, 0.26, 0.26, 0.24, 0.20, 0.24, 0.24, 0.19, 0.21, 0.24, 0.23, 0.26, 0.26, 0.26, -0.26, -0.43, 0.94, -0.83, -0.44, -0.68, 0.25, 0.21, 0.21, 0.44, 0.41, 0.40, -0.67, 0.61, -0.26, -0.13, -0.19, -0.11, -0.20, -0.13, 0.24, 0.25, 0.25, 0.25, 0.23]}

No. 3
{"formula": "C27H32N2O7S3Tl", "method": "the ωB97M-V functional and the def2-TZVPD basis", "relative_energy_kj_mol": 49.1, "total_charge": 1, "homo_lumo_gap_ev": [7.8, 6.0], "e_lumo_ev": [-3.3, -5.2], "symbols": ["Tl", "O", "S", "C", "C", "C", "C", "S", "O", "C", "C", "C", "C", "C", "C", "C", "C", "C", "C", "C", "C", "H", "H", "H", "H", "H", "H", "H", "H", "H", "H", "H", "H", "H", "H", "H", "H", "H", "H", "C", "C", "N", "O", "C", "C", "N", "O", "H", "H", "H", "H", "H", "H", "H", "C", "C", "C", "C", "C", "C", "C", "S", "O", "O", "O", "H", "H", "H", "H", "H", "H", "H"], "xyz": [[0.595, -1.061, -0.101], [1.783, 1.152, -1.365], [1.761, 2.466, -2.115], [0.046, 3.055, -2.094], [-0.583, 3.021, -0.713], [-2.074, 3.341, -0.690], [-2.957, 2.488, -1.592], [-2.607, 0.725, -1.495], [-1.399, 0.417, -2.258], [-4.016, -0.084, -2.131], [-3.856, -0.935, -3.218], [-4.972, -1.606, -3.686], [-6.199, -1.442, -3.055], [-6.329, -0.611, -1.947], [-5.229, 0.069, -1.462], [2.447, 3.681, -1.003], [2.701, 4.956, -1.491], [3.230, 5.908, -0.634], [3.514, 5.575, 0.684], [3.275, 4.291, 1.151], [2.738, 3.330, 0.304], [-0.465, 2.406, -2.808], [0.093, 4.063, -2.513], [-0.083, 3.742, -0.063], [-0.420, 2.041, -0.262], [-2.249, 4.377, -0.990], [-2.422, 3.234, 0.337], [-2.832, 2.699, -2.657], [-4.011, 2.597, -1.337], [-2.886, -1.052, -3.681], [-4.883, -2.261, -4.541], [-7.063, -1.979, -3.422], [-7.283, -0.512, -1.449], [-5.305, 0.673, -0.567], [2.501, 5.202, -2.527], [3.433, 6.906, -0.999], [3.935, 6.319, 1.347], [3.509, 4.033, 2.175], [2.551, 2.320, 0.643], [5.286, -2.916, -1.414], [3.847, -2.777, -1.029], [3.131, -1.739, -1.219], [3.805, -0.681, -1.784], [3.168, -3.924, -0.382], [3.561, -5.337, -0.701], [2.242, -3.663, 0.461], [1.504, -4.379, 1.133], [5.740, -1.939, -1.549], [5.375, -3.465, -2.354], [5.831, -3.472, -0.652], [3.118, 0.012, -1.833], [3.648, -5.473, -1.780], [2.820, -6.031, -0.313], [4.528, -5.580, -0.256], [0.707, -2.443, 6.086], [-0.081, -2.105, 4.852], [-0.862, -0.950, 4.796], [-1.613, -0.647, 3.674], [-1.586, -1.511, 2.586], [-0.821, -2.669, 2.619], [-0.070, -2.955, 3.750], [-2.530, -1.120, 1.144], [-3.934, -1.195, 1.436], [-2.084, 0.276, 0.808], [-2.051, -2.022, 0.090], [0.893, -1.558, 6.693], [1.664, -2.896, 5.832], [0.159, -3.158, 6.703], [-0.879, -0.280, 5.646], [-2.214, 0.252, 3.637], [-0.822, -3.344, 1.773], [0.529, -3.858, 3.772]], "lowdin_charge": [1.13, -0.67, 1.04, -0.32, -0.23, -0.20, -0.24, 1.06, -0.39, -0.36, -0.04, -0.04, -0.04, -0.04, -0.06, -0.40, -0.08, -0.06, -0.06, -0.06, -0.07, 0.07, 0.11, 0.12, 0.08, 0.13, 0.12, 0.12, 0.11, 0.12, 0.12, 0.12, 0.12, 0.12, 0.12, 0.11, 0.11, 0.11, 0.11, 0.00, -0.29, -0.04, -0.05, -0.26, 0.00, -0.05, 0.05, 0.08, 0.10, 0.09, 0.03, 0.09, 0.08, 0.09, -0.04, -0.26, -0.02, -0.04, -0.31, -0.09, -0.03, 0.42, -0.27, -0.45, -0.44, 0.08, 0.08, 0.09, 0.12, 0.12, 0.10, 0.12]}